(1)
A molecular structure, C7H13FN2O2Tl at a distorted geometry, computed with ωB97M-V/def2-TZVPD.

```
! RIJCOSX wB97M-V def2-TZVPD def2/J DEFGRID3
* xyz 3 1
C 3.414 -0.406 -0.252
C 2.110 0.586 -0.573
F 2.679 1.951 -0.854
C 1.047 0.580 0.687
C -0.523 0.408 0.246
C -1.334 1.867 0.152
N -2.826 1.473 0.130
O -1.221 -0.344 1.335
C -1.505 -1.727 0.919
O -2.906 -1.869 0.414
C -2.893 -1.812 -1.085
N -3.119 -1.320 -2.286
H 3.732 -1.001 -1.210
H 4.349 0.259 0.061
H 3.216 -1.129 0.649
H 1.624 0.196 -1.582
H 1.186 1.540 1.359
H 1.316 -0.343 1.394
H -0.630 -0.106 -0.808
H -1.126 2.510 1.135
H -1.016 2.433 -0.834
H -2.948 1.003 -0.817
H -3.429 2.321 0.213
H -0.702 -2.167 0.189
H -1.466 -2.394 1.908
Tl 2.971 -2.510 -0.491
*
```

* orbital gap: 0.088 Ha
* E_HOMO: -21.1 eV
* lowest unoccupied orbital energy: -18.7 eV

---

(2)
2 unconnected molecules or ions with the total composition C7H13I at a distorted geometry, computed with ωB97M-V/def2-TZVPD.

```
! RIJCOSX wB97M-V def2-TZVPD def2/J DEFGRID3
* xyz 0 3
C 1.120 0.072 0.629
C 0.009 0.825 -0.001
C 0.134 -0.742 0.023
C 0.293 1.459 -1.355
C -0.880 1.575 0.988
C 0.369 -1.502 -1.200
C -0.968 -1.401 0.921
I 3.181 0.018 0.164
H 1.032 0.177 2.628
H -0.240 0.763 -2.101
H 1.401 1.164 -1.539
H 0.328 2.519 -1.378
H -1.342 2.412 0.538
H -0.287 1.860 1.871
H -1.791 0.753 1.318
H -0.529 -1.729 -1.802
H 0.794 -2.523 -0.871
H 1.013 -1.028 -2.005
H -1.982 -1.245 0.514
H -0.824 -0.941 1.936
H -0.831 -2.483 0.722
*
```

* orbital gap (alpha / beta): 0.277 / 0.264 Ha
* E_HOMO (alpha / beta): -7.0 / -9.2 eV
* energy above the lowest of the compared OMol25 structures with the same formula, charge and spin: 0.000 eV
* expectation value of S²: 2.005
* lowest unoccupied orbital energy (alpha / beta): 0.5 / -2.1 eV

---

Computed DFT total energy, in the same sequence as the records: -805.10489; -571.92312 Eh.